This record from OMol25 describes a cluster of 2 separate species, Br2O2S in total. The level of theory is ωB97M-V with the def2-TZVPD basis set.

Last column: Mulliken charge in e.
Element x y z (Å)
O: 0.1069 2.5688 0.1218  -0.20
O: -1.4442 -0.7180 -0.6266  -0.30
S: -0.3229 -0.0262 -0.0781  0.48
Br: 0.3044 -1.3941 1.9538  -0.08
Br: 1.3558 -0.4305 -1.3710  0.09

Atomic forces in eV per Å
O -0.338 -1.450 -0.053
O -0.431 0.274 -0.021
S 0.729 -0.005 1.693
Br -0.358 1.207 -1.557
Br 0.398 -0.027 -0.062

Calculated values
LUMO level (spin up / spin down)   -4.36 / -4.36 eV
Net charge   0
Spin multiplicity   1
Frontier orbital gap (spin up / spin down)   6.76 / 6.76 eV
Electronic energy   -5696.43405 hartree

This record from OMol25 describes a cluster of 2 separate species, Br2S2 in total. The level of theory is ωB97M-V with the def2-TZVPD basis set.

Last column: Mulliken charge in e.
Element x y z (Å)
S: 1.6251 -1.2056 -1.7770  -0.10
S: -0.9399 0.4420 2.3426  -0.08
Br: 1.5081 0.8821 -1.3103  0.08
Br: -2.1934 -0.1185 0.7447  0.10

Atomic forces in eV per Å
S -0.227 0.683 0.287
S 0.225 0.031 -0.244
Br -0.067 -0.632 0.073
Br 0.069 -0.082 -0.115

Calculated values
LUMO level (spin up / spin down)   -4.51 / -4.58 eV
Net charge   0
Spin multiplicity   1
Frontier orbital gap (spin up / spin down)   3.14 / 3.01 eV
Electronic energy   -5944.24765 hartree

This record from OMol25 describes a cluster of 2 separate species, Br5HOSi2 in total. The level of theory is ωB97M-V with the def2-TZVPD basis set.

Last column: Mulliken charge in e.
Element x y z (Å)
O: 0.6383 1.1032 0.4087  -0.30
Si: -1.8413 -0.6236 -0.1968  0.73
Si: 2.1133 0.9490 0.4367  0.60
Br: -0.6333 -1.8289 1.0962  -0.16
Br: -3.7987 -1.4689 -0.8274  -0.28
Br: -0.6855 -0.5653 -2.0985  -0.21
Br: 3.3682 2.5639 -0.4134  -0.15
Br: 3.2788 -0.6654 1.3053  -0.13
H: -2.4399 0.5360 0.2892  -0.10

Atomic forces in eV per Å
O -1.799 -0.012 0.133
Si -0.099 -0.801 -1.819
Si 2.023 0.584 -0.266
Br 0.138 -0.617 0.838
Br -0.046 -0.574 0.085
Br -0.108 0.267 0.073
Br -0.225 -0.697 0.322
Br -0.118 0.222 -0.159
H 0.234 1.628 0.794

Calculated values
LUMO level   -0.88 eV
Net charge   0
Spin multiplicity   1
Frontier orbital gap   9.32 eV
Electronic energy   -13525.12130 hartree

This record from OMol25 describes an isolated molecule of Br5HSi2. The level of theory is ωB97M-V with the def2-TZVPD basis set.

Last column: Mulliken charge in e.
Element x y z (Å)
Si: -1.0388 0.6743 0.0047  0.40
Si: 0.8622 -0.9214 0.0666  0.60
Br: -0.6236 2.1711 -1.5040  -0.18
Br: -0.8055 2.0907 1.8103  -0.22
Br: 2.0823 -0.7523 1.9758  -0.19
Br: -0.1718 -2.9035 -0.1856  -0.21
Br: 2.1185 -0.4017 -1.6734  -0.18
H: -2.4233 0.0428 -0.4944  -0.02

Atomic forces in eV per Å
Si -0.116 -0.406 0.385
Si -0.866 0.571 0.503
Br 0.162 0.393 -1.076
Br -0.523 -1.108 -0.331
Br -0.640 -0.225 -0.981
Br 0.549 0.444 0.131
Br -0.020 -0.281 0.244
H 1.454 0.611 1.124

Calculated values
LUMO level   -0.54 eV
Net charge   0
Spin multiplicity   1
Frontier orbital gap   9.51 eV
Electronic energy   -13449.87093 hartree

This record from OMol25 describes a structure of composition BrCa2O4P. The level of theory is ωB97M-V with the def2-TZVPD basis set.

Last column: Mulliken charge in e.
Element x y z (Å)
Ca: 1.0944 1.5861 1.6244  1.36
Ca: 1.0892 -1.6632 0.4291  1.40
P: -1.1612 0.0232 -0.4770  0.74
O: -0.6799 -1.4806 -0.7883  -0.86
O: 0.2007 0.7335 -0.0550  -0.55
O: -1.9173 -0.1233 0.8561  -0.70
O: -1.7503 0.6599 -1.6616  -0.68
Br: 3.1245 0.2645 0.0723  -0.72

Atomic forces in eV per Å
Ca -0.990 -0.381 -1.995
Ca -2.142 0.748 -1.944
P -1.799 -2.298 0.562
O 1.938 -0.051 0.708
O 2.183 0.688 1.669
O 0.556 0.690 0.334
O -0.288 0.662 -0.273
Br 0.543 -0.058 0.939

Calculated values
LUMO level   -2.50 eV
Net charge   0
Spin multiplicity   1
Frontier orbital gap   4.59 eV
Electronic energy   -4571.75239 hartree

This record from OMol25 describes a cluster of 2 separate species, BrCl2HNP in total. The level of theory is ωB97M-V with the def2-TZVPD basis set.

Last column: Mulliken charge in e.
Element x y z (Å)
N: -1.9344 -0.6496 0.3164  -0.34
P: 0.3003 0.2505 -0.3118  0.56
Cl: 0.9692 -0.7106 -2.0297  -0.18
Cl: 0.8690 -0.9135 1.2046  -0.11
Br: 1.8614 1.9409 -0.2002  -0.20
H: -2.0656 0.0824 1.0207  0.28

Atomic forces in eV per Å
N 0.145 -0.172 -0.507
P 0.111 0.784 -0.928
Cl -0.192 0.159 0.746
Cl 0.606 -0.458 0.360
Br -0.488 -0.623 0.003
H -0.183 0.309 0.326

Calculated values
LUMO level (spin up / spin down)   -1.76 / -1.91 eV
Net charge   0
Spin multiplicity   1
Frontier orbital gap (spin up / spin down)   8.14 / 7.67 eV
Electronic energy   -3891.01571 hartree

Energy above the lowest of the compared OMol25 structures with the same formula, charge and spin readings, ordered: 6.5435; 4.3351; 3.2197; 0.4779; 0.0000; 3.7818 eV
Molar mass readings, ordered: 223.9; 223.9; 472.7; 456.7; 255.0; 196.8 Da